Here is one molecule with the formula C3H7NO from the OMol25 dataset. Energies are from the ωB97M-V functional and the def2-TZVPD basis.

XYZ file:
```
12
Properties=species:S:1:pos:R:3:forces:R:3
C 0.78983 -0.56936 -1.28468 -0.17 0.09 0.12
N 0.31323 0.20850 0.67348 0.16 -0.09 -0.37
H -1.36462 0.43959 1.92837 0.03 -0.05 -0.06
H -0.87474 -1.24431 1.65385 0.00 0.05 -0.05
H -0.01512 -1.29176 -1.32719 -0.03 0.04 0.03
C 0.43209 0.73156 -0.74250 -0.08 0.21 0.38
H 1.28347 1.44151 -0.71600 -0.09 -0.08 -0.03
H -1.66613 -0.29500 0.35767 0.02 -0.01 0.02
C -0.96220 -0.25957 1.18874 0.03 0.06 -0.03
H 0.98595 0.54158 1.35135 -0.09 0.00 -0.13
H 1.74501 -0.83083 -1.73665 -0.02 0.03 0.06
O -0.66677 1.12809 -1.34644 0.25 -0.26 0.06
```
Positions in Å, forces in eV/Å.

Results
LUMO energy (spin up / spin down)	-1.114 / -0.909	eV
energy above the lowest of the compared OMol25 structures with the same formula, charge and spin	116.0	kcal/mol
largest force on an atom	0.45	eV/Å
frontier orbital gap (spin up / spin down)	6.93 / 7.69	eV